{"formula": "C38H65ClN2O16S8", "method": "ωB97M-V/def2-TZVPD", "e_homo_ha": -0.2905, "gap_ev": 6.6, "molar_mass_g_mol": 1097.9, "smiles": "CCCc1cc2nsnc2c(CCCS(=O)(=O)O)c1CC(=O)Cl.O=S1(=O)CCCC1.O=S1(=O)CCCC1.O=S1(=O)CCCC1.O=S1(=O)CCCC1.O=S1(=O)CCCC1.O=S1(=O)CCCC1", "species": ["C", "C", "C", "C", "C", "C", "N", "S", "N", "C", "C", "C", "C", "C", "S", "O", "O", "O", "C", "C", "C", "O", "Cl", "H", "H", "H", "H", "H", "H", "H", "H", "H", "H", "H", "H", "H", "H", "H", "H", "H", "C", "C", "C", "S", "O", "O", "C", "H", "H", "H", "H", "H", "H", "H", "H", "C", "C", "C", "S", "O", "O", "C", "H", "H", "H", "H", "H", "H", "H", "H", "C", "C", "C", "S", "O", "O", "C", "H", "H", "H", "H", "H", "H", "H", "H", "C", "C", "C", "S", "O", "O", "C", "H", "H", "H", "H", "H", "H", "H", "H", "C", "C", "C", "S", "O", "O", "C", "H", "H", "H", "H", "H", "H", "H", "H", "C", "C", "C", "S", "O", "O", "C", "H", "H", "H", "H", "H", "H", "H", "H"], "positions_angstrom": [[4.086, 0.202, 1.151], [4.519, 1.114, -0.144], [3.448, 0.995, -1.423], [2.014, 1.597, -0.868], [1.966, 3.258, -0.676], [0.647, 4.052, -0.092], [0.506, 5.537, 0.159], [-1.143, 5.595, 0.801], [-1.662, 3.921, 0.824], [-0.586, 3.021, 0.265], [-0.681, 1.398, 0.100], [-1.924, 0.419, 0.486], [-3.304, 1.143, 0.967], [-4.190, 1.844, -0.221], [-4.987, 0.579, -1.386], [-6.030, 1.359, -2.267], [-3.954, -0.060, -2.346], [-5.913, -0.582, -0.495], [0.687, 0.646, -0.503], [0.807, -0.985, -0.722], [1.015, -1.410, -2.326], [1.667, -2.543, -2.670], [0.392, -0.299, -3.672], [4.345, 0.741, 2.180], [2.943, -0.063, 1.205], [4.654, -0.845, 1.071], [4.528, 2.257, 0.190], [5.623, 0.811, -0.456], [3.420, -0.140, -1.705], [3.868, 1.698, -2.259], [2.923, 3.902, -0.972], [-1.573, -0.306, 1.350], [-2.139, -0.283, -0.455], [-4.001, 0.309, 1.458], [-3.044, 1.888, 1.856], [-5.108, 2.380, 0.323], [-3.611, 2.699, -0.777], [-5.600, -1.496, -0.775], [1.681, -1.437, -0.046], [-0.170, -1.575, -0.376], [-2.948, 5.619, -4.273], [-2.887, 4.432, -5.233], [-1.674, 3.589, -4.844], [-1.420, 3.856, -3.096], [-0.157, 4.541, -2.913], [-1.757, 2.645, -2.374], [-2.738, 5.037, -2.883], [-3.901, 6.152, -4.345], [-2.145, 6.327, -4.509], [-3.800, 3.833, -5.131], [-2.824, 4.758, -6.276], [-1.847, 2.526, -5.027], [-0.774, 3.917, -5.371], [-2.453, 5.786, -2.142], [-3.624, 4.491, -2.546], [4.420, 3.125, 6.825], [5.385, 1.960, 6.606], [4.875, 1.161, 5.408], [3.985, 2.319, 4.378], [2.586, 1.944, 4.367], [4.736, 2.549, 3.160], [4.183, 3.729, 5.449], [4.826, 3.862, 7.523], [3.476, 2.749, 7.239], [6.386, 2.352, 6.388], [5.466, 1.329, 7.496], [5.697, 0.724, 4.836], [4.178, 0.377, 5.717], [3.294, 4.360, 5.405], [5.059, 4.288, 5.108], [-9.695, -1.815, -3.094], [-8.778, -1.723, -1.876], [-9.567, -2.227, -0.669], [-10.765, -3.391, -1.305], [-12.091, -2.848, -1.095], [-10.399, -4.729, -0.885], [-10.339, -3.192, -3.024], [-9.144, -1.676, -4.029], [-10.466, -1.037, -3.036], [-7.898, -2.359, -2.033], [-8.420, -0.702, -1.715], [-8.920, -2.731, 0.054], [-10.111, -1.415, -0.179], [-11.233, -3.280, -3.643], [-9.621, -3.976, -3.283], [8.149, -0.943, 1.113], [8.317, -2.167, 2.011], [9.107, -1.729, 3.242], [8.753, 0.007, 3.471], [9.971, 0.759, 3.254], [7.939, 0.175, 4.659], [7.715, 0.188, 2.034], [7.417, -1.118, 0.319], [9.108, -0.696, 0.641], [7.329, -2.533, 2.317], [8.821, -2.986, 1.488], [8.803, -2.282, 4.134], [10.184, -1.837, 3.086], [7.853, 1.177, 1.595], [6.676, 0.059, 2.353], [-13.228, -6.816, -0.335], [-14.478, -7.693, -0.269], [-14.623, -8.387, -1.622], [-12.972, -8.532, -2.290], [-12.882, -7.711, -3.479], [-12.574, -9.925, -2.277], [-12.146, -7.686, -0.956], [-12.934, -6.453, 0.654], [-13.421, -5.945, -0.973], [-14.354, -8.445, 0.520], [-15.370, -7.107, -0.028], [-15.062, -9.382, -1.519], [-15.218, -7.788, -2.317], [-11.302, -7.113, -1.343], [-11.794, -8.442, -0.248], [14.058, 2.021, -0.462], [13.719, 1.555, 0.954], [12.196, 1.542, 1.079], [11.562, 1.256, -0.566], [10.842, 2.437, -0.994], [10.982, -0.071, -0.630], [13.144, 1.231, -1.386], [15.113, 1.855, -0.702], [13.853, 3.094, -0.557], [14.111, 0.543, 1.108], [14.172, 2.202, 1.712], [11.855, 0.745, 1.744], [11.815, 2.506, 1.427], [13.056, 1.670, -2.381], [13.465, 0.188, -1.461]], "mulliken_charge": [0.40, -0.34, -0.73, 0.56, -0.78, 0.35, -0.60, 0.09, -0.39, 0.21, 0.64, -0.82, -0.86, -0.02, 1.19, -0.65, -0.58, -0.50, 0.25, -0.56, 0.35, -0.53, -0.10, -0.74, -0.07, 0.17, 0.19, 0.31, 0.22, 0.35, 0.29, 0.42, 0.31, 0.35, 0.37, 0.40, -0.26, 0.35, 0.27, 0.29, -0.67, -0.62, -0.77, 1.25, -0.72, -0.40, -0.63, 0.37, 0.31, 0.32, 0.33, 0.29, 0.39, 0.39, 0.28, -0.62, -0.66, 0.09, 1.23, -0.70, -0.64, -0.74, 0.36, 0.29, 0.21, 0.39, -0.32, 0.43, 0.43, 0.33, -0.77, -0.20, -0.78, 1.27, -0.69, -0.68, -0.74, 0.36, 0.33, 0.14, 0.22, 0.34, 0.38, 0.44, 0.38, -0.08, -0.76, -0.71, 1.00, -0.62, -0.69, -0.07, 0.39, -0.15, 0.32, 0.39, 0.40, 0.34, 0.54, -0.26, -0.43, -0.73, -0.64, 1.17, -0.65, -0.68, -0.66, 0.36, 0.21, 0.32, 0.33, 0.36, 0.36, 0.34, 0.35, -0.60, -0.78, -0.23, 1.18, -0.69, -0.70, -0.73, 0.35, 0.29, 0.30, 0.35, 0.11, 0.37, 0.40, 0.33]}

---

{"formula": "C57H66Cl3FeN8O10S3Si", "method": "ωB97M-V/def2-TZVPD", "e_homo_ha": [-0.1927, -0.1930], "gap_ev": [7.1, 7.1], "charge": -1, "molar_mass_g_mol": 1309.7, "e_above_lowest_kcal_mol": 9.3, "multiplicity": 5, "species": ["Fe", "C", "O", "C", "C", "C", "C", "C", "C", "O", "C", "O", "C", "H", "H", "H", "H", "H", "H", "H", "H", "H", "N", "C", "C", "C", "C", "C", "C", "S", "O", "O", "N", "C", "N", "C", "C", "C", "N", "H", "H", "H", "H", "H", "H", "H", "H", "H", "S", "C", "C", "C", "N", "C", "C", "C", "C", "C", "N", "C", "C", "H", "H", "H", "H", "H", "H", "H", "H", "Cl", "C", "C", "C", "C", "C", "C", "N", "C", "C", "N", "C", "O", "C", "C", "C", "Cl", "S", "C", "C", "C", "Cl", "C", "H", "H", "H", "H", "H", "H", "H", "H", "H", "H", "H", "H", "H", "C", "C", "C", "C", "O", "Si", "O", "O", "C", "C", "C", "C", "O", "C", "C", "C", "C", "H", "H", "H", "H", "H", "H", "H", "H", "H", "H", "H", "H", "H", "H", "H", "H", "H", "H", "H", "H", "H", "H", "H", "H", "H", "H", "H"], "positions_angstrom": [[-0.841, 0.309, 0.262], [-6.147, 4.813, 1.267], [-5.186, 5.186, 2.229], [-4.078, 4.401, 2.342], [-3.153, 4.812, 3.323], [-2.011, 4.084, 3.509], [-1.704, 2.944, 2.741], [-0.486, 2.197, 2.946], [0.199, 2.230, 4.304], [0.039, 1.493, 2.081], [-2.636, 2.517, 1.727], [-2.492, 1.481, 1.013], [-3.831, 3.291, 1.580], [-6.942, 5.553, 1.332], [-6.556, 3.821, 1.477], [-5.727, 4.823, 0.257], [-3.362, 5.700, 3.903], [-1.297, 4.432, 4.244], [-0.349, 2.793, 5.054], [1.204, 2.643, 4.198], [0.295, 1.197, 4.640], [-4.516, 2.951, 0.816], [3.562, -5.858, -4.201], [3.012, -4.593, -4.044], [3.798, -3.549, -3.543], [3.266, -2.283, -3.393], [1.959, -2.025, -3.773], [1.179, -3.039, -4.307], [1.702, -4.312, -4.442], [1.333, -0.367, -3.581], [0.754, 0.064, -4.831], [2.499, 0.405, -3.181], [0.295, -0.365, -2.345], [-0.984, -0.611, -2.660], [-1.968, -0.191, -1.792], [-3.221, -0.351, -2.178], [-3.585, -0.914, -3.390], [-2.539, -1.407, -4.144], [-1.277, -1.282, -3.798], [4.388, -6.038, -3.647], [2.907, -6.622, -4.216], [4.826, -3.743, -3.272], [3.852, -1.472, -2.989], [0.165, -2.804, -4.602], [1.091, -5.102, -4.863], [-3.968, 0.004, -1.475], [-4.613, -0.997, -3.708], [-2.725, -1.941, -5.073], [5.410, -1.500, 2.852], [3.798, -1.120, 2.149], [2.636, -1.640, 2.692], [1.437, -1.378, 2.044], [1.357, -0.634, 0.948], [2.472, -0.125, 0.436], [3.724, -0.344, 1.001], [5.862, -2.815, 1.740], [5.042, -3.926, 1.580], [5.432, -4.906, 0.687], [6.560, -4.855, -0.022], [7.351, -3.801, 0.163], [7.054, -2.759, 1.027], [2.664, -2.253, 3.582], [0.501, -1.802, 2.385], [2.366, 0.436, -0.479], [4.616, 0.072, 0.551], [4.122, -4.018, 2.138], [4.819, -5.788, 0.537], [8.259, -3.791, -0.430], [7.728, -1.924, 1.149], [-2.070, 8.145, -5.178], [-0.704, 7.387, -4.435], [-0.553, 7.426, -3.060], [0.553, 6.826, -2.485], [1.513, 6.176, -3.250], [2.713, 5.501, -2.615], [2.541, 3.960, -2.612], [1.253, 3.485, -2.159], [0.119, 3.378, -2.925], [-0.819, 2.792, -2.135], [-0.278, 2.502, -0.908], [0.958, 2.921, -0.964], [3.066, 6.085, -1.372], [2.510, 5.554, -0.182], [2.598, 6.589, 0.895], [1.704, 6.697, 1.916], [0.310, 5.724, 2.158], [2.132, 7.949, 3.028], [3.524, 8.342, 2.095], [3.646, 7.545, 1.005], [1.338, 6.169, -4.634], [2.501, 5.413, -5.675], [0.238, 6.762, -5.233], [-1.290, 7.921, -2.444], [0.676, 6.880, -1.413], [3.582, 5.717, -3.243], [3.311, 3.503, -1.992], [2.689, 3.589, -3.625], [0.083, 3.698, -3.951], [-1.839, 2.541, -2.367], [1.670, 2.826, -0.162], [3.081, 4.671, 0.136], [1.471, 5.250, -0.306], [4.173, 9.138, 2.417], [4.436, 7.615, 0.273], [0.123, 6.735, -6.306], [-4.640, -5.179, 0.625], [-4.037, -3.989, -0.129], [-4.761, -2.693, 0.249], [-4.143, -4.217, -1.637], [-2.656, -3.938, 0.192], [-1.854, -3.029, 1.314], [-1.473, -1.573, 0.902], [-2.845, -3.153, 2.643], [-2.783, -2.496, 3.898], [-4.133, -2.755, 4.574], [-1.648, -3.105, 4.728], [-2.567, -0.988, 3.741], [-0.465, -3.860, 1.698], [0.099, -5.046, 1.174], [-0.790, -6.247, 1.514], [1.465, -5.196, 1.850], [0.283, -4.938, -0.343], [-5.717, -5.255, 0.461], [-4.444, -5.052, 1.689], [-4.167, -6.104, 0.289], [-5.738, -2.640, -0.234], [-4.149, -1.845, -0.059], [-4.884, -2.638, 1.329], [-5.182, -4.397, -1.921], [-3.542, -5.079, -1.927], [-3.776, -3.340, -2.171], [-4.325, -3.829, 4.617], [-4.928, -2.287, 3.991], [-4.153, -2.345, 5.585], [-1.798, -4.183, 4.815], [-1.606, -2.666, 5.726], [-0.703, -2.934, 4.211], [-3.404, -0.545, 3.201], [-1.674, -0.805, 3.144], [-2.470, -0.509, 4.717], [-0.899, -6.333, 2.597], [-0.368, -7.173, 1.121], [-1.774, -6.082, 1.081], [1.337, -5.211, 2.934], [2.089, -4.342, 1.580], [1.955, -6.120, 1.537], [-0.692, -4.826, -0.813], [0.780, -5.827, -0.735], [0.878, -4.053, -0.579]], "mulliken_spin": [3.74, 0.00, 0.00, 0.00, 0.00, 0.00, -0.01, 0.01, 0.00, 0.00, 0.01, 0.06, 0.00, 0.00, 0.00, 0.00, 0.00, 0.00, 0.00, 0.00, 0.00, 0.00, 0.00, 0.00, 0.00, 0.00, 0.00, 0.00, 0.00, 0.00, 0.00, 0.00, 0.04, -0.02, 0.00, 0.01, 0.00, 0.00, 0.00, 0.00, 0.00, 0.00, 0.00, 0.00, 0.00, 0.00, 0.00, 0.00, 0.00, 0.00, 0.00, 0.01, 0.01, 0.01, 0.00, 0.00, 0.00, 0.00, 0.00, 0.00, 0.00, 0.00, 0.00, 0.00, 0.00, 0.00, 0.00, 0.00, 0.00, 0.00, 0.00, 0.00, 0.00, 0.00, 0.00, 0.00, 0.01, -0.01, 0.02, 0.03, 0.02, 0.00, 0.00, 0.00, 0.00, 0.00, 0.00, 0.00, 0.00, 0.00, 0.00, 0.00, 0.00, 0.00, 0.00, 0.00, 0.00, 0.00, 0.00, 0.00, 0.00, 0.00, 0.00, 0.00, 0.00, 0.00, 0.00, 0.00, 0.00, 0.00, 0.01, 0.02, 0.02, 0.00, 0.00, 0.00, -0.01, 0.01, 0.00, 0.00, 0.00, 0.00, 0.00, 0.00, 0.00, 0.00, 0.00, 0.00, 0.00, 0.00, 0.00, 0.00, 0.00, 0.00, 0.00, 0.00, 0.00, 0.00, 0.01, 0.00, 0.00, 0.00, 0.00, 0.00, 0.00, 0.00, 0.00, 0.00, 0.00]}

---

{"formula": "C24H28FeO4", "method": "ωB97M-V/def2-TZVPD", "e_homo_ha": [-0.1932, -0.3083], "gap_ev": [5.7, 5.3], "molar_mass_g_mol": 436.3, "e_above_lowest_kcal_mol": 52.3, "multiplicity": 5, "species": ["C", "C", "C", "C", "C", "C", "O", "C", "C", "C", "C", "C", "C", "C", "C", "H", "H", "H", "H", "H", "H", "H", "H", "H", "H", "H", "H", "H", "H", "H", "H", "H", "H", "H", "H", "H", "O", "C", "Fe", "C", "O", "C", "O", "C", "C", "C", "C", "C", "C", "C", "H", "H", "H", "H", "H", "H", "H"], "positions_angstrom": [[-4.219, -2.598, -0.310], [-3.048, -1.621, -0.406], [-3.331, -0.720, -1.605], [-3.034, -0.838, 0.907], [-1.695, -2.339, -0.592], [-0.434, -1.621, -0.616], [-0.372, -0.298, -0.426], [0.801, -2.396, -0.614], [2.183, -1.712, -0.613], [3.337, -2.698, -0.444], [2.269, -0.727, 0.556], [2.393, -1.037, -1.967], [0.723, -3.767, -0.600], [-0.481, -4.450, -0.659], [-1.686, -3.726, -0.641], [-4.112, -3.260, 0.555], [-5.154, -2.042, -0.185], [-4.312, -3.194, -1.219], [-2.561, 0.047, -1.725], [-3.370, -1.327, -2.517], [-4.308, -0.236, -1.474], [-2.182, -0.159, 0.956], [-3.962, -0.257, 1.009], [-2.966, -1.538, 1.747], [3.377, -3.412, -1.271], [4.285, -2.151, -0.447], [3.265, -3.240, 0.501], [1.478, 0.022, 0.501], [2.149, -1.283, 1.498], [3.241, -0.211, 0.570], [1.576, -0.348, -2.199], [3.348, -0.496, -1.987], [2.415, -1.803, -2.754], [1.659, -4.360, -0.550], [-0.514, -5.546, -0.718], [-2.624, -4.284, -0.634], [1.999, 6.950, 2.510], [1.570, 5.874, 2.334], [1.476, 4.137, 2.390], [3.160, 3.778, 2.129], [4.326, 3.692, 2.164], [1.696, 4.046, 4.179], [2.068, 4.164, 5.282], [-0.505, 1.258, -1.186], [-1.430, 1.865, -0.212], [-1.204, 2.766, 0.807], [-0.297, 3.870, 0.924], [1.029, 3.844, 0.412], [1.525, 2.681, -0.337], [0.875, 1.794, -1.152], [-0.872, 1.015, -2.182], [-2.463, 1.512, -0.294], [-1.957, 2.707, 1.611], [-0.733, 4.835, 1.251], [1.501, 4.807, 0.106], [2.626, 2.637, -0.405], [1.477, 1.392, -1.959]], "mulliken_spin": [0.00, 0.02, 0.00, 0.02, 0.04, 0.34, 0.35, 0.08, 0.03, 0.00, 0.00, 0.02, -0.05, 0.24, -0.06, 0.00, 0.00, 0.00, -0.01, -0.01, 0.00, 0.01, 0.00, 0.00, 0.00, 0.00, 0.00, 0.04, -0.01, 0.00, -0.01, 0.00, 0.00, 0.00, 0.00, 0.01, 0.01, 0.03, 1.79, 0.00, 0.01, -0.04, 0.02, 0.54, -0.04, 0.24, 0.22, -0.07, 0.33, -0.15, -0.01, 0.01, -0.02, 0.00, 0.05, 0.00, 0.03]}

---

{"formula": "C6H12O", "method": "ωB97M-V/def2-TZVPD", "e_homo_ha": -0.3335, "gap_ev": 10.1, "molar_mass_g_mol": 100.2, "e_above_lowest_kcal_mol": 51.3, "smiles": "CO[C@]1(C)C[C@H]1C", "species": ["C", "C", "C", "O", "C", "C", "C", "H", "H", "H", "H", "H", "H", "H", "H", "H", "H", "H", "H"], "positions_angstrom": [[0.881, -1.234, 1.558], [0.459, 0.026, 0.824], [1.256, 0.700, -1.763], [-0.083, 0.947, -1.399], [-0.583, 0.278, -0.264], [-1.879, -0.436, -0.675], [-0.673, 0.972, 1.074], [1.873, -1.058, 1.992], [0.993, -2.070, 0.861], [0.228, -1.555, 2.375], [1.344, 0.612, 0.589], [1.323, 0.680, -2.856], [1.639, -0.246, -1.359], [1.905, 1.504, -1.392], [-2.001, -0.307, -1.754], [-2.737, 0.067, -0.218], [-1.966, -1.500, -0.449], [-1.489, 0.583, 1.677], [-0.489, 2.035, 1.179]], "nbo_charge": [-0.62, -0.24, -0.25, -0.54, 0.25, -0.63, -0.43, 0.21, 0.21, 0.21, 0.22, 0.19, 0.17, 0.16, 0.23, 0.21, 0.21, 0.20, 0.22]}